{
  "formula": "C6H10",
  "method": "wB97M-V/def2-TZVPD",
  "spin_multiplicity": 1,
  "total_charge": 0,
  "e_homo_ev": -8.12,
  "de_lowest_kj_mol": 333.69,
  "gap_ev": 7.83,
  "species": ["C", "H", "H", "H", "H", "C", "C", "H", "H", "C", "H", "C", "C", "H", "H", "H"],
  "coordinates": [[-0.39, 1.51, -0.40], [1.73, -0.64, 1.12], [3.28, 0.15, 0.75], [-1.76, 1.83, 1.26], [3.01, -1.55, 0.26], [-0.07, 0.43, -1.32], [-1.36, 1.18, 0.49], [-2.91, -0.23, 0.02], [0.09, 2.48, -0.43], [-0.94, -0.70, -0.85], [2.13, -0.22, -0.57], [2.54, -0.57, 0.39], [-1.85, -0.22, 0.30], [-0.25, -1.50, -0.54], [-1.49, -1.12, -1.70], [-1.76, -0.81, 1.22]],
  "lowdin_charge": [-0.149, 0.015, 0.020, 0.109, 0.020, 0.011, -0.049, 0.117, 0.086, -0.258, -0.013, -0.052, -0.190, 0.110, 0.109, 0.115]
}